i:
Density functional theory data (the ωB97M-V functional and the def2-TZVPD basis) for one molecule with the formula C7H12N2OS.

```
23
C7H12N2OS, DFT the ωB97M-V functional and the def2-TZVPD basis
C 1.580 -0.783 -2.050
C 0.678 -0.373 -0.944
N -0.426 -1.008 -0.766
C -1.233 -0.786 0.261
C -2.597 -1.353 0.269
N -0.762 -0.064 1.413
S -1.562 0.020 2.856
C 0.595 0.467 1.364
O 1.505 -0.452 1.889
C 1.023 0.800 -0.070
C 0.302 2.048 -0.590
H 2.093 -1.704 -1.770
H 2.324 -0.016 -2.250
H 0.999 -0.986 -2.947
H -2.538 -2.434 0.402
H -3.076 -1.160 -0.689
H -3.183 -0.930 1.081
H 0.586 1.389 1.969
H 1.221 -0.688 2.783
H 2.102 0.966 -0.050
H -0.775 1.922 -0.499
H 0.543 2.199 -1.640
H 0.599 2.926 -0.023
```

SMILES = CC1=NC(C)=[N+]([S-])[C@@H](O)[C@@H]1C
Gap between HOMO and LUMO (alpha / beta) = 6.4 / 6.8 eV
M = 172.3 g mol⁻¹
LUMO level (alpha / beta) = -0.70 / -0.54 eV

***

ii:
Density functional theory data (the ωB97M-V functional and the def2-TZVPD basis) for one molecule with the formula C7H12N2OS.

```
23
C7H12N2OS, DFT the ωB97M-V functional and the def2-TZVPD basis
C 2.520 0.401 -1.015
C 1.065 0.309 -0.525
N 0.267 1.277 -0.387
C -1.070 1.148 -0.019
C -1.864 2.375 0.005
N -1.642 -0.040 0.087
S -3.273 -0.330 0.004
C -0.813 -1.223 -0.002
O -1.008 -1.784 -1.256
C 0.684 -1.026 0.078
C 1.130 -1.140 1.567
H 2.772 -0.532 -1.497
H 3.062 0.463 -0.107
H 2.689 1.468 -1.416
H -2.537 2.374 -0.796
H -1.102 3.161 -0.101
H -2.479 2.294 0.820
H -1.146 -1.861 0.921
H -1.988 -1.784 -1.371
H 1.239 -1.905 -0.365
H 0.575 -0.249 2.011
H 2.191 -1.244 1.439
H 0.727 -2.152 1.924
```

SMILES = CC1=NC(C)=[N+]([S-])[C@@H](O)[C@@H]1C
Gap between HOMO and LUMO (alpha / beta) = 7.3 / 7.3 eV
M = 172.3 g mol⁻¹
LUMO level (alpha / beta) = -0.36 / -0.36 eV

***

iii:
Density functional theory data (the ωB97M-V functional and the def2-TZVPD basis) for one molecule with the formula C7H12N2OS.

```
23
C7H12N2OS, DFT the ωB97M-V functional and the def2-TZVPD basis
C -0.549 0.994 0.391
C -1.866 1.151 0.829
C 0.285 -0.248 0.241
C -2.468 2.426 1.241
C 3.239 -1.857 -0.638
C -2.602 -1.335 -1.283
C 2.861 -0.450 -0.088
N -2.862 0.144 0.835
N 1.493 0.062 -0.287
O -0.150 -1.328 0.647
S -3.001 -1.290 0.286
H 0.068 1.921 0.492
H -1.793 3.394 1.246
H -3.039 2.395 2.082
H -3.271 2.672 0.491
H 3.022 -1.987 -1.729
H 4.298 -1.918 -0.543
H 2.781 -2.649 -0.121
H -2.725 -2.329 -1.713
H -2.048 -0.647 -2.002
H 1.591 0.992 -0.692
H 3.286 -0.412 1.009
H 3.450 0.299 -0.693
```

Gap between HOMO and LUMO (alpha / beta) = 7.7 / 7.7 eV
M = 172.3 g mol⁻¹
LUMO level (alpha / beta) = -0.22 / -0.22 eV

***

It is i that is most stable; the runner-up trails by 0.0390 hartree.

***

i:
Density functional theory data (the ωB97M-V functional and the def2-TZVPD basis) for one molecule with the formula C3H7ClN2S.

```
14
C3H7ClN2S, DFT the ωB97M-V functional and the def2-TZVPD basis
C -1.921 1.459 -0.515
N -0.664 0.938 0.045
N 0.069 1.968 0.558
C -0.449 -0.349 0.152
S -1.613 -1.575 0.004
C 0.925 -0.811 0.439
Cl 2.459 -0.155 -0.339
H -2.300 0.704 -1.184
H -2.688 1.665 0.211
H -1.616 2.323 -1.101
H 0.958 2.003 0.036
H 0.261 1.699 1.510
H 1.017 -1.834 0.074
H 1.210 -0.860 1.486
```

SMILES = CN(N)C(=S)CCl
Gap between HOMO and LUMO = 8.8 eV
M = 138.6 g mol⁻¹
LUMO level = 0.27 eV

***

ii:
Density functional theory data (the ωB97M-V functional and the def2-TZVPD basis) for a 2-piece molecular cluster, C3H7ClN2S overall.

```
14
C3H7ClN2S, DFT the ωB97M-V functional and the def2-TZVPD basis
H -0.739 -0.133 -2.753
N -0.441 -1.105 -2.634
C -1.093 -1.668 -1.707
N -2.078 -1.145 -0.872
S -2.736 0.402 -1.047
H -0.890 -2.718 -1.475
H -2.537 -1.767 -0.232
H -1.914 1.085 -0.212
C 0.777 0.323 1.282
C 1.837 1.114 1.323
Cl 3.284 0.716 2.191
H 0.749 -0.633 1.795
H -0.101 0.630 0.718
H 1.895 2.075 0.822
```

SMILES = [H]/N=C\NS.C=CCl
Gap between HOMO and LUMO = 10.3 eV
M = 138.6 g mol⁻¹
LUMO level = 0.57 eV

***

It is i that is most stable; the runner-up trails by 0.0020 hartree.

***

i:
Density functional theory data (the ωB97M-V functional and the def2-TZVPD basis) for a 2-piece molecular cluster, C5H13N3O2 overall.

```
23
C5H13N3O2, DFT the ωB97M-V functional and the def2-TZVPD basis
C -1.884 0.975 -1.197
N -1.069 1.968 -1.223
O -0.359 2.248 -2.117
O -0.819 2.663 -0.015
H -2.568 0.719 -0.418
H -2.065 0.378 -2.169
H -0.320 2.127 0.659
C 2.663 -0.564 0.243
C 1.432 -0.198 -0.655
C 0.160 -0.700 0.030
N -0.201 -1.966 -0.400
N -0.274 0.063 0.938
C -1.325 -0.250 1.879
H 3.589 0.094 -0.012
H 2.887 -1.622 0.261
H 2.438 -0.304 1.300
H 1.355 0.889 -0.846
H 1.602 -0.771 -1.616
H 0.241 -2.244 -1.191
H -0.592 -2.562 0.237
H -1.425 -1.387 2.239
H -1.186 0.412 2.684
H -2.280 0.031 1.388
```

SMILES = C=[N+]([O-])O.CC/C(N)=N/C
Gap between HOMO and LUMO = 9.3 eV
M = 147.2 g mol⁻¹
LUMO level = 0.70 eV

***

ii:
Density functional theory data (the ωB97M-V functional and the def2-TZVPD basis) for a 2-piece molecular cluster, C5H13N3O2 overall.

```
23
C5H13N3O2, DFT the ωB97M-V functional and the def2-TZVPD basis
C 1.756 -2.397 0.207
C 0.967 -1.551 -0.788
N -0.047 -0.755 -0.146
C -1.074 -1.030 0.500
N -1.991 -2.064 0.219
N -1.465 -0.394 1.695
H 1.841 -3.422 -0.124
H 1.397 -2.413 1.218
H 2.765 -1.996 0.276
H 1.620 -0.860 -1.314
H 0.533 -2.172 -1.579
H -1.545 -2.955 0.048
H -2.896 -2.092 0.649
H -1.167 0.556 1.896
H -2.449 -0.446 1.912
C 0.085 3.706 -1.100
C 0.732 2.587 -0.335
O 1.837 2.183 -0.524
O -0.076 2.143 0.680
H 0.053 4.624 -0.501
H -0.957 3.485 -1.332
H 0.577 3.974 -2.031
H -0.496 1.288 0.475
```

SMILES = CCN=C(N)N.CC(=O)O
Gap between HOMO and LUMO = 9.3 eV
M = 147.2 g mol⁻¹
LUMO level = 0.71 eV

***

It is ii that is most stable; the runner-up trails by 0.1570 hartree.

***

i:
Density functional theory data (the ωB97M-V functional and the def2-TZVPD basis) for a 8-piece molecular cluster, H18NO7 overall.

```
26
H18NO7, DFT the ωB97M-V functional and the def2-TZVPD basis
N 0.353 0.322 -0.271
H 1.016 -0.425 -0.708
H 0.829 0.601 0.674
H -0.546 -0.007 0.054
H 0.187 1.117 -0.925
O 1.136 1.863 2.974
H 0.876 2.777 3.021
H 0.757 1.336 3.849
O -3.369 0.099 0.568
H -3.413 0.369 -0.365
H -4.218 0.450 0.996
O 3.326 -2.594 -1.024
H 3.239 -2.264 -0.168
H 3.292 -3.412 -0.620
O -0.780 -2.203 -1.103
H -1.743 -2.299 -0.810
H -0.215 -2.753 -0.406
O 1.123 0.390 -3.125
H 0.223 0.330 -3.362
H 1.387 1.231 -3.179
O -1.097 2.729 -1.352
H -0.990 3.340 -0.622
H -1.911 2.816 -1.653
O -0.106 -1.403 2.303
H 0.885 -1.574 2.159
H -0.232 -0.847 3.107
```

Gap between HOMO and LUMO = 11.4 eV
M = 144.1 g mol⁻¹
Net charge = +1
LUMO level = -3.36 eV

***

ii:
Density functional theory data (the ωB97M-V functional and the def2-TZVPD basis) for a 8-piece molecular cluster, H18NO7 overall.

```
26
H18NO7, DFT the ωB97M-V functional and the def2-TZVPD basis
N 1.084 0.358 -0.323
H 0.951 0.828 -1.227
H 1.746 -0.364 -0.442
H 0.204 0.036 0.000
H 1.406 1.081 0.356
O -2.095 1.549 -0.820
H -1.616 1.163 -1.495
H -2.886 1.007 -0.655
O 1.863 0.589 2.649
H 2.631 0.873 3.085
H 1.967 -0.358 2.714
O -1.287 0.468 2.309
H -2.050 0.469 1.774
H -1.258 -0.425 2.596
O -0.730 0.121 -2.771
H -1.247 0.154 -3.541
H -0.464 -0.793 -2.759
O 3.056 -3.230 -1.503
H 2.601 -3.079 -0.690
H 3.813 -2.668 -1.618
O -1.545 -1.920 -0.825
H -1.933 -2.505 -0.204
H -1.960 -2.219 -1.626
O -0.473 3.080 1.480
H -1.327 3.427 1.410
H -0.452 2.359 2.125
```

Gap between HOMO and LUMO = 10.0 eV
M = 144.1 g mol⁻¹
Net charge = +1
LUMO level = -3.58 eV

***

It is ii that is most stable; the runner-up trails by 0.0496 hartree.

***

i:
Density functional theory data (the ωB97M-V functional and the def2-TZVPD basis) for an isolated ion of composition H4N2O2P and charge -1.

```
9
H4N2O2P, DFT the ωB97M-V functional and the def2-TZVPD basis
N 0.896 1.413 0.877
N -0.332 0.804 0.382
P -0.334 -0.692 -0.133
O 1.007 -1.359 -0.497
O -1.520 -0.718 -1.280
H 1.127 0.970 1.678
H 1.529 1.108 0.210
H -1.140 -1.532 0.528
H -1.232 0.005 -1.765
```

SMILES = NN=[P@H]([O-])O
Gap between HOMO and LUMO = 8.0 eV
M = 95.0 g mol⁻¹
Net charge = -1
LUMO level = 4.55 eV

***

ii:
Density functional theory data (the ωB97M-V functional and the def2-TZVPD basis) for an isolated ion of composition H4N2O2P and charge -1.

```
9
H4N2O2P, DFT the ωB97M-V functional and the def2-TZVPD basis
N -1.455 0.179 -0.615
N -0.466 -0.751 -0.190
P 1.085 -0.047 0.363
O 1.052 1.393 0.006
O 2.143 -1.041 0.036
H -2.183 0.377 0.109
H -0.901 1.096 -0.597
H -0.080 -1.269 -0.955
H 0.805 0.062 1.842
```

SMILES = NN[P@H](=O)[O-]
Gap between HOMO and LUMO = 9.6 eV
M = 95.0 g mol⁻¹
Net charge = -1
LUMO level = 4.76 eV

***

It is ii that is most stable; the runner-up trails by 0.0583 hartree.

***

i:
Density functional theory data (the ωB97M-V functional and the def2-TZVPD basis) for a 2-piece molecular cluster, H4N2O2P overall.

```
9
H4N2O2P, DFT the ωB97M-V functional and the def2-TZVPD basis
N 0.803 0.694 0.053
N -0.501 1.164 0.050
O -0.659 0.461 -2.467
O -2.886 0.747 -1.308
P -1.439 0.488 -1.233
H 0.793 -0.391 -0.251
H 1.400 1.189 -0.573
H -1.055 1.232 0.879
H -0.224 -1.845 -0.535
```

Gap between HOMO and LUMO (alpha / beta) = 7.5 / 7.5 eV
M = 95.0 g mol⁻¹
Net charge = -1
LUMO level (alpha / beta) = 4.20 / 4.20 eV

***

ii:
Density functional theory data (the ωB97M-V functional and the def2-TZVPD basis) for a 2-piece molecular cluster, H4N2O2P overall.

```
9
H4N2O2P, DFT the ωB97M-V functional and the def2-TZVPD basis
N 0.385 1.456 0.652
N 0.605 -1.153 -1.376
O -2.046 0.652 0.061
O -0.684 -0.652 1.831
P -0.758 0.185 0.615
H 0.401 1.873 -0.268
H 1.293 1.082 0.896
H -0.224 -1.646 -1.714
H 1.027 -1.795 -0.696
```

Gap between HOMO and LUMO (alpha / beta) = 7.8 / 7.8 eV
M = 95.0 g mol⁻¹
Net charge = -1
LUMO level (alpha / beta) = 4.28 / 4.28 eV

***

It is ii that is most stable; the runner-up trails by 0.0906 hartree.